{
  "formula": "C8H14N",
  "method": "ωB97M-V/def2-TZVPD",
  "symbols": ["C", "C", "C", "C", "C", "C", "C", "C", "N", "H", "H", "H", "H", "H", "H", "H", "H", "H", "H", "H", "H", "H", "H"],
  "positions_angstrom": [[-0.96194, 0.24368, -0.17780], [-1.44138, 1.26747, -0.63688], [-0.39360, -2.10092, 0.88121], [-0.19713, -0.84222, 0.21801], [0.50930, -2.93013, 1.78974], [2.22698, 0.15485, 0.63127], [-0.64748, 3.50096, -1.15508], [-1.87967, 2.52841, -1.13939], [-0.12334, -2.13971, -0.69069], [-1.44885, -2.36717, 1.10219], [1.54908, -2.73072, 1.51229], [0.28633, -3.95343, 1.58661], [0.09205, -2.81479, 2.75154], [2.58142, -0.36475, -0.25666], [2.51997, -0.07645, 1.65864], [1.76843, 1.04284, 0.47730], [0.24950, 2.86540, -1.45543], [-0.58957, 3.95071, -0.10956], [-0.59067, 4.38324, -1.86672], [-2.17822, 2.24154, -2.22912], [-2.69206, 2.89928, -0.60541], [0.79125, -2.46805, -0.87831], [-0.89112, -2.26325, -1.29414]],
  "mulliken_charge": [-0.2801, 0.0676, 0.0274, 0.3521, -1.3216, -1.1551, -1.0075, -0.1642, -0.2718, 0.4247, 0.3167, 0.4083, 0.3843, 0.3672, 0.3724, 0.4221, 0.3029, 0.2620, 0.3280, 0.2562, 0.3487, 0.2875, 0.2724],
  "lumo_energy_ev": [-3.023, -5.847],
  "homo_energy_ev": [-11.26, -14.20],
  "largest_force_ev_per_a": 4.08,
  "multiplicity": 3,
  "charge": 1,
  "orbital_gap_ev": [8.24, 8.35],
  "s2": 2.02,
  "relative_energy_kj_mol": 229.5
}